(1)
C39H33Cl3N5PRuSSi | ωB97M-V with the def2-TZVPD basis set

Results
- Expectation value of S²: 8.835
- Spin multiplicity: 6
- HOMO level (alpha / beta): -9.97 / -10.25 eV
- Charge: +1
- HOMO-LUMO gap (alpha / beta): 7.5 / 5.4 eV
- ΔE to the lowest compared entry with this formula, charge and spin: 360.0 kJ/mol

Cartesian coordinates (Å):
Ru1 -0.369 -1.007 -0.889
N1 0.787 1.138 -0.618
C1 0.060 2.358 -0.861
C2 0.720 3.562 -1.062
C3 -0.006 4.715 -1.316
C4 -1.391 4.666 -1.366
C5 -2.053 3.465 -1.175
C6 -1.330 2.303 -0.918
P1 -2.079 0.662 -0.641
C7 -3.816 1.007 -1.060
C8 -4.200 1.112 -2.394
C9 -5.492 1.501 -2.705
C10 -6.399 1.779 -1.692
C11 -6.023 1.651 -0.363
C12 -4.732 1.263 -0.044
C13 -2.099 0.511 1.151
C14 -1.712 1.627 2.024
C15 -2.175 1.594 3.510
C16 -2.504 0.202 3.942
C17 -2.369 -0.866 3.161
C18 -1.790 -0.802 1.769
H1 1.400 0.950 -1.405
H2 1.403 1.233 0.184
H3 1.803 3.594 -1.031
H4 0.512 5.650 -1.482
H5 -1.958 5.566 -1.560
H6 -3.132 3.427 -1.226
H7 -3.489 0.886 -3.180
H8 -5.794 1.589 -3.740
H9 -7.405 2.092 -1.938
H10 -6.732 1.855 0.428
H11 -4.430 1.149 0.990
H12 -1.891 2.603 1.577
H13 -2.980 2.280 3.776
H14 -2.914 0.098 4.940
H15 -2.675 -1.843 3.512
H16 -2.108 -1.663 1.182
C19 0.010 1.700 5.113
C20 -0.736 2.115 3.891
C21 -0.253 1.509 2.568
C22 0.186 0.083 2.785
C23 0.830 -0.238 3.921
C24 0.838 0.652 5.065
N2 -0.227 -0.887 1.836
N3 0.283 -2.119 2.085
C25 0.641 -2.981 1.134
C26 1.128 -4.236 1.591
C27 1.615 -5.153 0.705
C28 1.627 -4.834 -0.658
C29 1.135 -3.614 -1.052
N4 0.654 -2.693 -0.203
H17 -0.104 2.298 6.007
H18 -0.745 3.203 3.822
H19 0.494 2.079 2.005
H20 1.229 -1.236 4.034
H21 1.439 0.376 5.921
H22 1.076 -4.433 2.652
H23 1.981 -6.112 1.045
H24 1.996 -5.532 -1.394
H25 1.111 -3.344 -2.100
C30 3.962 -0.671 1.142
C31 4.239 -0.781 -0.322
C32 5.585 -0.873 -0.733
C33 5.871 -0.932 -2.059
C34 4.819 -0.904 -2.996
C35 5.081 -0.910 -4.379
C36 4.052 -0.866 -5.275
C37 2.735 -0.818 -4.820
C38 2.417 -0.809 -3.468
S1 0.700 -0.778 -3.143
C39 3.482 -0.838 -2.498
N5 3.227 -0.772 -1.170
H26 4.877 -0.481 1.699
H27 3.530 -1.598 1.514
H28 3.254 0.126 1.352
H29 6.370 -0.880 0.009
H30 6.893 -0.988 -2.412
H31 6.111 -0.938 -4.708
H32 4.250 -0.862 -6.338
H33 1.923 -0.788 -5.533
Cl1 -1.967 -4.406 -0.356
Si1 -2.110 -2.609 -1.397
Cl2 -4.071 -2.068 -0.969
Cl3 -2.071 -3.060 -3.396

=====

(2)
C3H10ClN5S | ωB97M-V with the def2-TZVPD basis set

Results
- Spin multiplicity: 1
- HOMO level (alpha / beta): -16.99 / -16.99 eV
- Charge: +2
- HOMO-LUMO gap (alpha / beta): 7.7 / 7.7 eV
- ΔE to the lowest compared entry with this formula, charge and spin: 393.0 kJ/mol

Cartesian coordinates (Å):
C1 -2.238 0.607 -0.827
C2 0.598 -0.069 -0.899
C3 1.933 -0.622 -0.261
N1 -2.704 1.026 0.333
N2 -1.811 0.986 1.404
N3 -0.578 0.054 -0.009
N4 -0.587 0.870 0.971
N5 1.837 -2.135 -0.014
S1 -2.726 0.280 -2.269
Cl1 -0.001 2.928 0.297
H1 0.725 0.950 -1.337
H2 0.433 -0.836 -1.624
H3 2.033 -0.132 0.822
H4 2.721 -0.459 -0.902
H5 -3.555 1.465 0.455
H6 -1.962 1.770 2.152
H7 0.124 0.859 1.704
H8 2.770 -2.463 0.058
H9 1.523 -2.635 -0.961
H10 1.464 -2.445 0.909

=====

(3)
C10H16N2PSc | ωB97M-V with the def2-TZVPD basis set

Results
- Spin multiplicity: 1
- HOMO level (alpha / beta): -5.24 / -5.41 eV
- HOMO-LUMO gap (alpha / beta): 5.0 / 4.9 eV
- ΔE to the lowest compared entry with this formula, charge and spin: 15.9 kJ/mol

Cartesian coordinates (Å):
C1 -0.985 1.040 -3.356
C2 -1.560 2.218 -3.903
C3 -0.526 3.188 -4.078
C4 0.709 2.615 -3.633
C5 0.458 1.293 -3.178
Sc1 -0.184 -1.185 -0.508
P1 -0.311 -3.698 -0.614
H1 -1.499 0.104 -3.127
H2 -2.608 2.355 -4.154
H3 -0.650 4.190 -4.482
H4 1.191 0.576 -2.793
H5 1.677 3.112 -3.633
H6 0.793 -4.418 -1.207
H7 -1.373 -4.304 -1.390
H8 -0.453 -4.485 0.590
C6 2.218 0.277 4.253
C7 1.213 -0.015 3.221
C8 -0.189 -0.069 3.229
C9 -0.592 -0.375 1.947
N1 0.538 -0.524 1.182
N2 1.602 -0.303 1.986
C10 -1.870 -0.583 1.236
H9 1.913 1.148 4.850
H10 2.349 -0.581 4.933
H11 3.191 0.502 3.786
H12 -0.850 0.093 4.071
H13 2.552 -0.383 1.642
H14 -2.216 -1.636 1.279
H15 -2.655 0.042 1.707
H16 -1.884 -0.195 0.143

=====

(4)
C9H12 | ωB97M-V with the def2-TZVPD basis set

Results
- Spin multiplicity: 1
- HOMO level: -8.27 eV
- HOMO-LUMO gap: 8.8 eV
- Structure (SMILES): C=C1CCC(=C)C(=C)C1
- ΔE to the lowest compared entry with this formula, charge and spin: 110.0 kJ/mol

Cartesian coordinates (Å):
C1 -1.218 0.019 -2.685
C2 -0.808 0.088 -1.366
C3 -1.568 -0.573 -0.277
C4 -0.606 -1.350 0.650
C5 0.445 -0.444 1.186
C6 0.804 -0.638 2.506
C7 0.984 0.642 0.348
C8 1.941 1.495 0.795
C9 0.397 0.888 -1.026
H1 -2.116 -0.500 -3.025
H2 -0.629 0.618 -3.407
H3 -2.110 0.171 0.314
H4 -2.287 -1.302 -0.722
H5 -0.113 -2.153 0.076
H6 -1.177 -1.828 1.468
H7 1.564 -0.038 2.993
H8 0.366 -1.437 3.074
H9 2.341 2.328 0.235
H10 2.426 1.417 1.773
H11 0.180 1.963 -1.162
H12 1.185 0.634 -1.748

=====

What is the spin multiplicity in the second record?
1